## one
Below is a cluster of 2 separate species, C3H11NOS2 in total, with properties calculated with wB97M-V/def2-TZVPD.

Structure (XYZ):
```
18
Properties=species:S:1:pos:R:3
N 2.266 -0.575 1.713
C 0.960 0.027 1.388
C 0.243 -0.641 0.169
C -0.907 0.124 -0.381
S -2.055 0.659 0.960
S -3.290 1.963 -0.126
H 2.347 -0.537 2.718
H 2.280 -1.580 1.550
H 1.113 1.094 1.225
H 0.308 -0.045 2.263
H -0.090 -1.518 0.743
H 0.959 -0.901 -0.606
H -1.574 -0.371 -1.079
H -0.623 1.099 -0.787
H -4.356 1.159 -0.124
O 0.456 -0.048 -3.071
H 0.804 -0.355 -3.916
H 1.157 0.445 -2.640
```

## Properties
Frontier orbital gap: 9.31 eV
Highest occupied orbital energy: -8.699 eV
Charge: 0
SMILES: NCCCSS.O

***

## two
Below is a cluster of 2 separate species, C3H11NOS2 in total, with properties calculated with wB97M-V/def2-TZVPD.

Structure (XYZ):
```
18
Properties=species:S:1:pos:R:3
C 2.715 0.988 1.406
S 2.401 1.033 -0.369
S 0.439 0.447 -0.418
C -1.431 0.896 -0.630
C -2.275 0.775 0.616
N -2.329 -0.589 1.189
H 3.771 1.265 1.452
H 2.026 1.547 2.031
H 2.643 -0.033 1.792
H -1.735 0.279 -1.468
H -1.360 1.934 -0.959
H -3.273 0.972 0.200
H -1.947 1.485 1.369
H -1.633 -1.182 0.742
H -1.919 -0.478 2.112
O 1.006 -3.181 -2.764
H 1.921 -2.946 -2.575
H 0.981 -3.213 -3.727
```

## Properties
Frontier orbital gap: 7.80 eV
Highest occupied orbital energy: -8.134 eV
Charge: 0
SMILES: CSSCCN.O

***

Bottom line: one, by a margin of 35.7 kcal/mol.

***

## one
Below is a structure of composition C4H13N3, with properties calculated with wB97M-V/def2-TZVPD.

Structure (XYZ):
```
20
Properties=species:S:1:pos:R:3
C 0.898 1.178 0.716
C 0.713 0.838 -1.514
C 0.313 -1.091 1.455
C -1.057 -0.873 -1.513
N 1.024 1.654 -0.583
N -0.032 0.009 0.584
N 0.127 -0.365 -0.845
H 1.823 0.814 1.266
H 0.410 1.710 1.454
H -2.294 0.330 1.993
H 0.540 0.911 -2.589
H -0.395 -1.887 1.301
H 1.310 -1.467 1.173
H 0.249 -0.576 2.452
H -1.446 -1.732 -0.862
H -1.900 -0.257 -1.579
H -0.960 -1.091 -2.647
H 1.238 2.684 -0.799
H -1.555 0.302 1.661
H 0.994 -1.091 -1.124
```

## Properties
Frontier orbital gap: 8.30 eV
Highest occupied orbital energy: -19.154 eV
Charge: +2

***

## two
Below is a cluster of 2 separate species, C4H13N3 in total, with properties calculated with wB97M-V/def2-TZVPD.

Structure (XYZ):
```
20
Properties=species:S:1:pos:R:3
C -1.804 0.199 -0.116
C -2.584 -0.857 0.519
C 3.379 0.652 -0.255
C 2.423 0.186 0.644
N -2.307 1.409 -0.262
N -0.590 -0.091 -0.521
N 0.167 -1.288 -0.397
H -3.660 -0.450 0.873
H -2.698 -1.818 0.078
H -2.091 -1.037 1.447
H 3.743 -0.052 -0.988
H 3.377 1.749 -0.491
H 1.958 0.954 1.194
H -0.006 0.592 -0.961
H 4.098 0.323 0.618
H -3.287 1.571 -0.100
H -2.057 2.240 -0.679
H 2.098 -0.875 0.838
H 0.372 -1.460 -1.484
H -0.528 -1.948 0.043
```

## Properties
Frontier orbital gap: 8.18 eV
Highest occupied orbital energy: -17.911 eV
Charge: +2

***

Bottom line: two, by a margin of 59.4 kcal/mol.

***

## one
Below is a cluster of 2 separate species, C4H13N3 in total, with properties calculated with wB97M-V/def2-TZVPD.

Structure (XYZ):
```
20
Properties=species:S:1:pos:R:3
C 2.504 0.065 -0.033
C 0.871 -1.688 -0.299
C -2.311 -0.070 1.077
C -2.088 0.966 -1.029
N 2.967 1.218 0.365
N 1.269 -0.354 0.076
N -1.547 0.290 0.014
H 3.209 -0.610 -0.515
H 1.456 -2.047 -1.147
H -0.182 -1.689 -0.576
H 1.014 -2.388 0.530
H -2.675 -1.109 0.901
H -1.705 -0.202 1.984
H -3.249 0.495 1.222
H -3.158 1.206 -0.990
H -1.489 1.882 -1.215
H -1.807 0.448 -1.970
H 3.942 1.456 0.221
H 2.419 1.910 0.863
H 0.560 0.222 0.522
```

## Properties
Frontier orbital gap: 6.46 eV
Highest occupied orbital energy: -18.418 eV
Charge: +2

***

## two
Below is the ion C4H13N3 with charge +2, with properties calculated with wB97M-V/def2-TZVPD.

Structure (XYZ):
```
20
Properties=species:S:1:pos:R:3
C -0.571 1.548 -0.486
C 0.700 0.119 1.109
C -0.522 0.672 -2.953
C 0.787 -2.066 2.278
N -0.357 1.041 0.806
N -0.653 0.562 -1.583
N 0.073 -1.120 1.452
H -1.475 2.188 -0.374
H 0.103 2.221 -0.996
H 1.366 0.016 0.182
H 1.345 0.437 1.947
H 0.394 0.248 -3.403
H -1.113 0.024 -3.540
H -0.591 1.769 -3.329
H 1.823 -2.452 1.961
H 0.695 -1.793 3.326
H 0.211 -2.935 2.347
H -0.770 1.614 1.620
H -0.482 -0.459 -1.280
H -0.963 -1.281 1.449
```

## Properties
Frontier orbital gap (spin up / spin down): 7.89 / 7.16 eV
Highest occupied orbital energy (spin up / spin down): -18.902 / -18.723 eV
Charge: +2

***

## three
Below is a cluster of 2 separate species, C4H13N3 in total, with properties calculated with wB97M-V/def2-TZVPD.

Structure (XYZ):
```
20
Properties=species:S:1:pos:R:3
C -2.226 -0.272 -0.012
C -1.062 0.500 0.676
C 0.171 -0.232 0.973
N 3.302 -0.759 0.071
C 2.505 -0.310 -0.883
N 1.324 0.220 -0.594
N -3.341 0.702 -0.176
H -1.818 -0.668 -0.962
H -2.596 -1.148 0.513
H -0.744 1.293 -0.006
H -1.331 1.035 1.570
H 0.206 -1.315 0.873
H 0.989 0.275 1.520
H 3.957 -1.504 -0.195
H 3.037 -0.851 1.042
H 2.924 -0.390 -1.903
H 1.193 1.006 -1.218
H -4.000 0.728 0.607
H -3.886 0.538 -1.029
H -3.010 1.691 -0.348
```

## Properties
Frontier orbital gap: 10.10 eV
Highest occupied orbital energy: -17.885 eV
Charge: +2

***

Bottom line: three, by a margin of 44.7 kcal/mol.